C23H33F15O13S | ωB97M-V/def2-TZVPD

The SMILES is CCOC(=O)C(F)(F)F.CCOC(=O)C(F)(F)F.CCOC(=O)C(F)(F)F.CCOC(=O)C(F)(F)F.CCOC(=O)C(F)(F)F.CCOS(C)(=O)=O. As for the HOMO energy: -10.8 eV. The value obtained for the total energy is -102601.1104 eV. As for the orbital gap: 11.22 eV. As for the energy above the lowest of the compared OMol25 structures with the same formula, charge and spin: 0.0 kcal per mole. The value obtained for the largest force on an atom is 3.2 eV/Å. Its lowest unoccupied orbital energy is 0.430 eV.

Atoms and positions in Å:
O (4.0090, -1.7400, 3.0785)
S (4.4369, -0.4432, 2.5864)
O (5.3264, 0.3434, 3.3962)
O (5.0675, -0.5174, 1.1469)
C (4.6112, -1.5939, 0.1334)
C (5.4041, -2.9347, 0.2952)
C (2.9780, 0.6550, 2.2004)
H (4.8009, -1.0297, -0.7893)
H (3.5613, -1.7719, 0.3257)
H (4.9874, -3.7150, -0.3269)
H (5.2705, -3.2696, 1.3326)
H (6.5122, -2.7718, 0.0578)
H (2.4447, -0.0267, 1.4921)
H (3.4309, 1.4934, 1.7190)
H (2.3820, 0.9073, 3.0815)
C (-1.3908, 0.0005, -0.1543)
C (-0.4809, 0.7368, -1.0936)
O (-0.0003, -0.2262, -2.1088)
C (1.2435, -0.6982, -1.8127)
O (1.9481, -0.4843, -0.8872)
C (1.6558, -1.6271, -3.0033)
F (2.5224, -2.5637, -2.5597)
F (0.5912, -2.2959, -3.5472)
F (2.3190, -0.9723, -3.9013)
H (-0.8494, -0.7639, 0.3747)
H (-2.2063, -0.5145, -0.5842)
H (-1.7930, 0.7335, 0.5575)
H (0.3658, 1.2329, -0.5204)
H (-0.9474, 1.4391, -1.7201)
C (1.5174, -3.5688, 5.6820)
C (1.3234, -2.6627, 4.5504)
O (1.3096, -3.5576, 3.4253)
C (0.9712, -3.0485, 2.2317)
O (0.6509, -1.9198, 2.0352)
C (0.9292, -4.1596, 1.1727)
F (1.7417, -5.1726, 1.5405)
F (-0.3294, -4.6323, 1.0477)
F (1.2335, -3.6717, -0.0343)
H (1.2190, -3.1911, 6.6046)
H (2.5083, -3.9963, 5.8021)
H (0.8902, -4.4430, 5.5495)
H (2.1291, -1.9442, 4.4043)
H (0.3592, -2.1802, 4.4688)
C (-2.5742, 4.0149, 0.6582)
C (-1.8511, 5.1763, 0.0482)
O (-2.4449, 5.5775, -1.2053)
C (-3.4999, 6.3251, -1.1647)
O (-4.1145, 6.5908, -0.1685)
C (-3.7171, 7.1604, -2.4317)
F (-5.0347, 7.4389, -2.6498)
F (-3.1514, 8.3513, -2.4596)
F (-3.2563, 6.4160, -3.4064)
H (-2.9340, 3.1707, 0.0135)
H (-3.4910, 4.3320, 1.1577)
H (-1.9682, 3.6214, 1.4883)
H (-0.7927, 5.0206, -0.2211)
H (-1.9586, 6.0337, 0.7075)
C (-3.7848, -6.8596, 0.7828)
C (-3.3172, -5.7102, 1.5980)
O (-3.9342, -4.5125, 1.1437)
C (-3.4883, -3.4098, 1.7448)
O (-2.5261, -3.2640, 2.4836)
C (-4.3867, -2.1566, 1.2700)
F (-3.8646, -1.0318, 1.7168)
F (-4.3670, -2.1381, -0.0812)
F (-5.5802, -2.2968, 1.7704)
H (-3.7428, -6.5251, -0.2764)
H (-4.8273, -7.2012, 0.9095)
H (-3.1182, -7.7252, 0.7723)
H (-2.2120, -5.5671, 1.5522)
H (-3.5716, -5.8020, 2.6826)
C (-0.5460, 3.1299, -5.4124)
C (-0.2054, 4.5185, -4.9489)
O (1.0270, 4.6400, -4.1975)
C (0.9405, 4.2803, -2.9588)
O (-0.0096, 4.1107, -2.2669)
C (2.3964, 4.1058, -2.3744)
F (3.3749, 4.2429, -3.3084)
F (2.6161, 4.9909, -1.4080)
F (2.5011, 2.9194, -1.8380)
H (-0.8191, 2.4840, -4.5916)
H (0.1867, 2.7434, -6.0860)
H (-1.5035, 3.2396, -6.0037)
H (-1.0252, 5.0025, -4.4350)
H (-0.0780, 5.1288, -5.8552)

=====

C23H33N3O3S | ωB97M-V/def2-TZVPD

The SMILES is CCOC(=O)C1(CCCc2ccccc2)CCN(C(=O)[C@@H]2C[C@@H](C)NC(=S)N2)CC1. As for the HOMO energy: -7.8 eV. The value obtained for the total energy is -45837.0786 eV. As for the orbital gap: 8.18 eV. As for the energy above the lowest of the compared OMol25 structures with the same formula, charge and spin: 2.3 kcal per mole. The value obtained for the largest force on an atom is 0.8 eV/Å. Its lowest unoccupied orbital energy is 0.419 eV.

Atoms and positions in Å:
C (-2.5655, -5.1155, 1.1959)
C (-3.4741, -3.8951, 1.1820)
H (-3.9238, -3.7259, 2.1625)
H (-4.2565, -4.0163, 0.4261)
O (-2.7402, -2.7008, 0.8999)
C (-2.5051, -2.4233, -0.3852)
O (-2.8826, -3.1124, -1.2966)
C (-1.7546, -1.1091, -0.5771)
C (-0.9923, -0.6699, 0.6780)
H (-1.6522, -0.6560, 1.5439)
H (-0.6212, 0.3444, 0.5110)
C (0.1866, -1.6015, 0.9775)
N (1.0710, -1.6789, -0.1597)
C (2.3244, -1.1920, -0.2806)
O (2.9335, -1.2228, -1.3320)
C (2.9950, -0.6007, 0.9785)
N (4.4295, -0.6029, 0.8196)
C (5.0931, 0.3629, 0.1389)
N (4.4488, 1.5144, -0.1303)
H (4.9649, 2.1771, -0.6883)
C (3.0214, 1.7017, 0.0098)
C (2.7211, 3.1805, 0.2268)
H (1.6520, 3.3348, 0.3499)
H (3.0570, 3.7629, -0.6275)
H (3.2333, 3.5410, 1.1157)
C (2.5570, 0.8523, 1.1941)
H (1.4762, 0.9244, 1.3049)
H (3.0299, 1.2268, 2.1046)
H (2.5088, 1.3595, -0.9041)
S (6.6963, 0.1904, -0.2133)
H (4.9035, -1.4935, 0.8365)
H (2.7641, -1.2143, 1.8561)
C (0.4004, -2.1934, -1.3396)
C (-0.7581, -1.2817, -1.7349)
H (-1.2740, -1.7138, -2.5925)
H (-0.3663, -0.3034, -2.0192)
H (1.1356, -2.2494, -2.1434)
H (0.0282, -3.2002, -1.1228)
H (0.7137, -1.2535, 1.8638)
H (-0.1961, -2.6082, 1.1817)
C (-2.8061, -0.0547, -0.9846)
C (-3.9791, 0.0846, -0.0158)
H (-3.6141, 0.1475, 1.0100)
H (-4.6253, -0.7923, -0.0890)
C (-4.8019, 1.3438, -0.3225)
C (-3.9864, 2.5856, -0.0965)
C (-3.6868, 2.9989, 1.1964)
C (-2.8955, 4.1112, 1.4182)
C (-2.3903, 4.8291, 0.3469)
C (-2.6876, 4.4310, -0.9448)
C (-3.4794, 3.3165, -1.1632)
H (-3.7094, 3.0122, -2.1747)
H (-2.3020, 4.9892, -1.7854)
H (-1.7722, 5.6978, 0.5189)
H (-2.6735, 4.4211, 2.4292)
H (-4.0829, 2.4458, 2.0365)
H (-5.1477, 1.3067, -1.3569)
H (-5.6781, 1.3580, 0.3296)
H (-3.1923, -0.3210, -1.9708)
H (-2.2994, 0.9094, -1.0709)
H (-2.1360, -5.2701, 0.2090)
H (-1.7630, -4.9832, 1.9182)
H (-3.1423, -5.9948, 1.4670)

=====

C23H34AlClNS2Si2 | ωB97M-V/def2-TZVPD

As for the HOMO energy: -4.1 eV. The charge is -1. The value obtained for the total energy is -82443.6682 eV. As for the orbital gap: 6.81 eV. The value obtained for the largest force on an atom is 0.7 eV/Å. Its lowest unoccupied orbital energy is 2.748 eV.

Atoms and positions in Å:
Al (-0.0858, -0.8075, -0.0071)
C (4.2201, -2.7754, 0.0429)
C (2.7243, -2.5512, 0.1175)
S (2.2096, -0.8936, -0.1573)
C (1.8280, -3.5105, 0.3712)
C (2.1884, -4.9607, 0.5474)
S (0.1212, -3.1413, 0.4597)
H (4.7178, -1.8137, -0.0687)
H (4.4949, -3.4053, -0.8078)
H (4.5966, -3.2541, 0.9502)
H (3.2687, -5.1078, 0.5775)
H (1.7824, -5.5458, -0.2816)
H (1.7493, -5.3546, 1.4659)
C (2.7812, 1.5920, -2.1310)
Si (0.9749, 1.9630, -1.6854)
C (-0.1018, 1.1224, -3.0089)
C (0.9180, 3.8281, -2.1248)
C (0.1965, 1.4654, -0.0077)
C (-1.0697, 2.2949, 0.1171)
C (-1.1044, 3.6994, -0.0141)
C (-2.2931, 4.3914, 0.0953)
C (-3.4672, 3.6978, 0.3572)
C (-3.3534, 2.3318, 0.5234)
N (-2.2084, 1.6685, 0.4156)
Si (1.1345, 1.8910, 1.6016)
C (0.1969, 1.0081, 2.9999)
C (2.9671, 1.4685, 1.8217)
C (1.0930, 3.7514, 2.0342)
H (3.0561, 2.1740, -3.0153)
H (2.9272, 0.5402, -2.3559)
H (3.4680, 1.8508, -1.3227)
H (0.2986, 1.2682, -4.0150)
H (-1.1271, 1.5015, -2.9899)
H (-0.1432, 0.0451, -2.8191)
H (1.5011, 4.0028, -3.0318)
H (1.3531, 4.4519, -1.3391)
H (-0.1012, 4.1694, -2.3114)
H (-0.1941, 4.2435, -0.1871)
H (-2.3075, 5.4698, -0.0138)
H (-4.4230, 4.1975, 0.4411)
H (-4.2254, 1.7237, 0.7564)
H (0.1157, -0.0599, 2.7691)
H (-0.8175, 1.4001, 3.1071)
H (0.7058, 1.1019, 3.9620)
H (3.1091, 0.3966, 1.9331)
H (3.3460, 1.9629, 2.7212)
H (3.5690, 1.7924, 0.9706)
H (0.0780, 4.0861, 2.2516)
H (1.4855, 4.3620, 1.2164)
H (1.7092, 3.9509, 2.9141)
Cl (-4.4604, -6.7268, -0.3198)
C (-3.7707, -5.1190, -0.2973)
C (-3.4522, -4.4965, -1.4906)
C (-2.9127, -3.2215, -1.4647)
C (-2.6824, -2.5454, -0.2642)
C (-2.1229, -1.1759, -0.2336)
C (-3.0228, -3.2071, 0.9204)
C (-3.5570, -4.4829, 0.9134)
H (-3.6238, -5.0102, -2.4277)
H (-2.6530, -2.7354, -2.3983)
H (-2.5172, -0.6450, 0.6303)
H (-2.4325, -0.6138, -1.1166)
H (-2.8475, -2.7121, 1.8684)
H (-3.8078, -4.9920, 1.8349)

=====

C23H34BBrClF6N3O7S2 | ωB97M-V/def2-TZVPD

As for the HOMO energy: -7.7 eV. The value obtained for the total energy is -164420.7643 eV. As for the orbital gap: 6.36 eV. The value obtained for the largest force on an atom is 1.2 eV/Å. Its lowest unoccupied orbital energy is -1.378 eV.

Atoms and positions in Å:
C (3.3618, 2.7366, 0.4508)
C (2.8065, 1.5985, -0.3805)
C (2.1838, 2.0571, -1.6997)
C (1.8445, 0.8744, -2.6177)
C (0.4321, 0.9001, -3.2170)
C (-0.7053, 1.0456, -2.2114)
N (-1.1190, -0.2942, -1.6596)
C (-0.3386, -0.7335, -0.4642)
C (-0.4468, -2.2552, -0.4894)
C (0.0310, -2.9719, 0.7914)
C (0.7955, -2.0557, 1.7164)
O (1.8341, -1.5468, 1.4420)
Cl (0.0186, -1.7400, 3.2655)
O (-1.7517, -2.6763, -0.9024)
C (-2.8412, -1.8061, -0.6919)
Br (-3.1414, -1.6693, 1.2650)
B (-4.1234, -2.5255, -1.3993)
O (-4.1374, -2.4739, -2.7845)
N (-5.1607, -3.1487, -0.6355)
C (-4.6151, -4.4438, -0.1531)
C (-6.3764, -3.3975, -1.4253)
C (-2.5927, -0.4176, -1.3508)
C (-3.1710, 0.7780, -0.6148)
C (-4.6838, 0.6965, -0.5626)
C (-5.4278, 0.4703, -1.7194)
C (-6.8101, 0.3945, -1.6593)
C (-7.4599, 0.5346, -0.4499)
C (-6.7282, 0.7738, 0.7031)
C (-5.3473, 0.8502, 0.6430)
H (3.7716, 2.3841, 1.3926)
H (4.1748, 3.2328, -0.0803)
H (2.5945, 3.4871, 0.6525)
H (3.5735, 0.8479, -0.5800)
H (2.0293, 1.0898, 0.2056)
H (2.9008, 2.7121, -2.1956)
H (1.3074, 2.6689, -1.4752)
H (2.0178, -0.0734, -2.1022)
H (2.5440, 0.8679, -3.4535)
H (0.2875, -0.0208, -3.7944)
H (0.3623, 1.7083, -3.9438)
H (-1.5745, 1.4702, -2.7060)
H (-0.4369, 1.6702, -1.3646)
H (-0.9271, -0.9778, -2.3924)
H (0.7013, -0.4653, -0.6059)
H (-0.7617, -0.2701, 0.4226)
H (0.2191, -2.5798, -1.2933)
H (0.6883, -3.7969, 0.5244)
H (-0.8264, -3.3964, 1.3038)
H (-3.4688, -3.0212, -3.2070)
H (-4.2423, -5.0658, -0.9768)
H (-3.7984, -4.2831, 0.5462)
H (-5.4169, -4.9976, 0.3299)
H (-6.2672, -4.2620, -2.0864)
H (-6.6395, -2.5225, -2.0109)
H (-7.1949, -3.6114, -0.7376)
H (-3.0783, -0.4456, -2.3251)
H (-2.7628, 0.8876, 0.3886)
H (-2.9158, 1.6956, -1.1463)
H (-4.9217, 0.3593, -2.6698)
H (-7.3802, 0.2155, -2.5599)
H (-8.5366, 0.4645, -0.3932)
H (-7.2170, 0.8837, 1.6601)
H (-4.7743, 1.0252, 1.5438)
C (6.7658, 0.0043, 4.0578)
F (5.5913, -0.6226, 4.1999)
F (7.4224, -0.0748, 5.2137)
F (7.4690, -0.6452, 3.1271)
S (6.4511, 1.7542, 3.5733)
O (5.7105, 2.3109, 4.6701)
O (5.7681, 1.6635, 2.3089)
N (7.9586, 2.1932, 3.4723)
S (8.3376, 3.6695, 3.0393)
O (8.0317, 4.6814, 4.0093)
O (8.0750, 3.9740, 1.6598)
C (10.1642, 3.4462, 3.1377)
F (10.5857, 2.4975, 2.2986)
F (10.5505, 3.1186, 4.3709)
F (10.7572, 4.5943, 2.8026)